[1]
C4H8IN2 | ωB97M-V/def2-TZVPD

The value obtained for the HOMO energy (alpha / beta) is -0.4340 / -0.4320 Eh. As for the HOMO-LUMO gap (alpha / beta): 7.11 / 7.04 eV. As for the energy above the lowest of the compared OMol25 structures with the same formula, charge and spin: 3.668 eV. The value obtained for the total energy is -564.04471 a.u. As for the net charge: +1. The calculation puts the largest force on an atom at 4.5 eV/Å.

Last column: Mulliken charge in e.
Positions of all 15 atoms, in Å:
C -0.892 0.252 1.290  -0.16
C 0.771 0.420 -0.603  -0.12
C -1.866 -1.649 -0.132  -0.26
C 2.120 0.899 -0.994  -1.22
N -1.780 -0.664 0.799  -0.18
N 0.303 0.513 0.668  -0.09
I -0.043 -2.561 -0.767  0.20
H -1.149 0.681 2.237  0.36
H -0.006 0.369 -1.345  0.60
H -2.860 -2.288 -0.087  0.37
H 2.343 0.691 -2.049  0.33
H 2.923 0.690 -0.343  0.38
H 1.952 2.143 -1.134  0.31
H -2.692 -0.487 1.083  0.23
H 0.876 0.992 1.377  0.26

---

[2]
C4H8INS | ωB97M-V/def2-TZVPD

The value obtained for the HOMO energy (alpha / beta) is -0.3056 / -0.2804 Eh. As for the HOMO-LUMO gap (alpha / beta): 8.08 / 7.00 eV. As for the energy above the lowest of the compared OMol25 structures with the same formula, charge and spin: 3.727 eV. The value obtained for the total energy is -907.69232 a.u. The calculation puts the largest force on an atom at 3.5 eV/Å.

Last column: Mulliken charge in e.
Positions of all 15 atoms, in Å:
C -0.751 1.545 -0.796  -0.66
C 0.007 1.758 0.537  -0.33
C 0.393 -0.985 0.416  0.10
C 1.129 -2.182 -0.033  -1.14
N -1.218 0.256 -1.003  -0.50
S 1.333 0.501 0.600  -0.11
I -2.833 -0.231 0.062  0.04
H -1.487 2.318 -1.060  0.36
H 0.020 1.573 -1.493  0.39
H 0.490 2.854 0.714  0.30
H -0.617 1.532 1.331  0.28
H -0.430 -1.162 1.158  0.34
H 0.504 -2.834 -0.719  0.29
H 1.464 -2.866 0.893  0.26
H 1.995 -2.076 -0.606  0.38

---

[3]
C4H8IO3P | ωB97M-V/def2-TZVPD

The value obtained for the HOMO energy is -0.3146 Eh. As for the HOMO-LUMO gap: 6.80 eV. As for the energy above the lowest of the compared OMol25 structures with the same formula, charge and spin: 3.199 eV. The value obtained for the total energy is -1021.89864 a.u. The calculation puts the largest force on an atom at 4.9 eV/Å.

Last column: Mulliken charge in e.
Positions of all 17 atoms, in Å:
C 1.229 0.206 1.504  -0.85
C 1.287 0.206 -0.107  -0.61
P -0.383 -0.217 -0.936  0.31
C -0.098 -1.949 -1.669  -0.90
O -1.573 -0.251 0.333  -0.30
C -2.226 1.011 0.387  0.73
O -3.172 1.116 1.201  -0.52
O -1.904 2.141 -0.412  -0.47
I -0.513 3.312 0.513  0.31
H 2.143 0.806 1.869  0.27
H 1.285 -0.842 1.957  0.28
H 0.278 0.711 1.890  0.20
H 1.604 1.213 -0.554  0.29
H 2.059 -0.583 -0.420  0.37
H 0.046 -1.791 -2.801  0.30
H 0.884 -2.405 -1.271  0.26
H -0.947 -2.684 -1.483  0.31

---

[4]
C4H8N | ωB97M-V/def2-TZVPD

The value obtained for the HOMO energy (alpha / beta) is -0.4570 / -0.4780 Eh. As for the HOMO-LUMO gap (alpha / beta): 7.24 / 8.34 eV. As for the energy above the lowest of the compared OMol25 structures with the same formula, charge and spin: 7.028 eV. The value obtained for the total energy is -211.41283 a.u. As for the net charge: +1. The calculation puts the largest force on an atom at 4.5 eV/Å.

Last column: Mulliken charge in e.
Positions of all 13 atoms, in Å:
C -1.290 0.787 2.497  -0.12
C -0.675 0.743 1.350  -0.24
C -0.483 2.086 1.985  -0.55
C -0.340 -0.776 -1.496  -0.53
N 1.016 -1.337 -1.381  -0.34
H -1.744 0.444 3.401  0.38
H -1.053 2.818 1.653  0.29
H 0.387 2.239 2.442  0.28
H -0.350 0.349 -1.657  0.35
H -1.268 -1.344 -1.763  0.36
H 1.487 -1.618 -2.178  0.34
H 1.091 -2.270 -0.959  0.38
H 1.752 -0.845 -0.815  0.40

---

[5]
C4H8N | ωB97M-V/def2-TZVPD

The value obtained for the HOMO energy is -0.5753 Eh. As for the HOMO-LUMO gap: 12.17 eV. As for the energy above the lowest of the compared OMol25 structures with the same formula, charge and spin: 2.447 eV. The value obtained for the total energy is -211.58117 a.u. As for the net charge: +1. The calculation puts the largest force on an atom at 3.5 eV/Å.

Last column: Mulliken charge in e.
Positions of all 13 atoms, in Å:
C 0.074 2.445 -0.037  -0.12
C -0.081 1.304 -0.379  -0.35
C 1.303 -0.762 -0.144  -0.67
C -1.193 -0.710 0.408  -0.81
N -0.164 -0.045 -0.422  0.10
H -0.029 3.442 0.108  0.48
H 1.846 -0.028 0.461  0.31
H 1.020 -1.660 0.399  0.35
H 1.858 -0.938 -1.036  0.33
H -1.908 -0.041 0.794  0.33
H -1.626 -1.563 -0.164  0.33
H -0.704 -1.113 1.365  0.35
H -0.397 -0.330 -1.353  0.37

---

[6]
C4H8N | ωB97M-V/def2-TZVPD

The value obtained for the HOMO energy (alpha / beta) is -0.5052 / -0.5019 Eh. As for the HOMO-LUMO gap (alpha / beta): 8.99 / 9.35 eV. As for the energy above the lowest of the compared OMol25 structures with the same formula, charge and spin: 5.519 eV. The value obtained for the total energy is -211.46830 a.u. As for the net charge: +1. The calculation puts the largest force on an atom at 8.8 eV/Å.

Last column: Mulliken charge in e.
Positions of all 13 atoms, in Å:
C 2.530 0.134 0.125  -0.75
C 0.834 -0.219 -0.584  -0.19
C -1.470 0.822 -0.054  -0.29
C -1.604 -0.666 0.111  -0.35
N -0.228 0.032 0.265  -0.02
H 3.279 -0.397 -0.427  0.33
H 2.420 0.509 1.099  0.38
H 0.915 -0.531 -1.572  0.48
H -1.207 1.324 -1.000  0.27
H -1.954 1.533 0.566  0.29
H -1.894 -1.232 1.025  0.26
H -1.818 -1.213 -0.734  0.27
H 0.198 -0.095 1.181  0.33